ORCA calculation (ωB97M-V/def2-TZVPD) on C31H49BN5O9RbS2Si as an isolated structure in a non-equilibrium geometry.

Element x y z (Å)
Rb  -0.4529  -0.3253  0.5880
C  6.6003  -0.1036  -2.6905
C  5.9940  1.0862  -1.9531
C  5.0258  0.6616  -0.9093
N  3.9242  1.2566  -0.6558
N  3.2221  0.7500  0.3515
C  3.7694  -0.2747  0.9163
N  3.3436  -0.9089  1.9974
S  5.3355  -0.7151  0.1575
H  7.2743  0.2366  -3.4759
H  5.8111  -0.7075  -3.1340
H  7.1594  -0.7264  -1.9940
H  5.4525  1.7341  -2.6436
H  6.7934  1.6737  -1.4860
H  2.3469  -0.8153  2.2866
H  3.7729  -1.7913  2.2174
O  0.8652  -1.0155  3.0280
C  0.3538  -0.0456  3.6275
O  0.1504  1.0890  3.1866
C  0.0045  -0.3389  5.1002
C  -0.2544  -1.6525  5.4867
C  -0.4582  -1.9720  6.8203
C  -0.3896  -0.9900  7.7873
C  -0.1414  0.3295  7.4060
C  0.0425  0.6573  6.0628
N  -0.0542  1.3272  8.4169
O  0.2168  2.4799  8.0955
O  -0.2439  0.9947  9.5889
H  -0.2932  -2.4158  4.7243
H  -0.6578  -2.9955  7.1082
H  -0.5221  -1.2093  8.8364
H  0.2211  1.6816  5.7739
B  -6.1765  0.3071  0.0491
C  -4.6604  0.3905  0.4017
N  -3.5370  0.4850  0.6556
H  -6.2640  -0.1554  -1.0697
H  -6.7291  -0.3883  0.8721
H  -6.6511  1.4259  0.0469
C  -1.2235  3.0673  1.2506
S  0.3181  2.6974  0.3419
O  -0.1027  2.0985  -0.9245
C  0.5208  4.4897  -0.0241
C  -0.1399  5.0560  -1.1002
C  -0.0734  6.4219  -1.3146
C  0.6677  7.2196  -0.4556
C  1.3542  6.6474  0.6033
C  1.2819  5.2814  0.8191
H  -1.8905  3.6358  0.6109
H  -0.9591  3.6150  2.1464
H  -1.6797  2.1207  1.5201
H  -0.7117  4.4095  -1.7494
H  -0.6095  6.8710  -2.1395
H  0.7139  8.2881  -0.6128
H  1.9380  7.2683  1.2687
H  1.7994  4.8198  1.6463
C  2.1475  -5.2835  -0.3769
C  1.0273  -6.1502  0.1991
C  1.4533  -6.6613  1.5884
C  0.7643  -7.3283  -0.7555
O  -0.1564  -5.4479  0.3774
Si  -0.6889  -4.1393  -0.5130
O  0.1764  -2.8587  -0.4526
O  -2.2552  -3.9505  0.0164
C  -2.8467  -4.2481  1.2409
C  -4.2055  -3.5294  1.2601
C  -1.9934  -3.7822  2.4260
C  -3.0605  -5.7677  1.3589
O  -0.8749  -4.8000  -2.0430
C  -1.6667  -4.2433  -3.0477
C  -1.0052  -4.6204  -4.3884
C  -1.7688  -2.7206  -2.9489
C  -3.0818  -4.8405  -2.9676
H  3.1016  -5.8080  -0.3238
H  2.1889  -4.3528  0.1778
H  1.9153  -5.0356  -1.4063
H  2.3536  -7.2710  1.5246
H  0.6531  -7.2530  2.0283
H  1.6419  -5.8072  2.2346
H  1.6943  -7.8191  -1.0413
H  0.2734  -6.9219  -1.6356
H  0.1006  -8.0538  -0.2871
H  -4.0588  -2.4583  1.1356
H  -4.7295  -3.7108  2.1967
H  -4.8241  -3.8873  0.4390
H  -1.8979  -2.6970  2.4080
H  -1.0035  -4.2165  2.3258
H  -2.4475  -4.0982  3.3664
H  -3.6745  -6.1155  0.5302
H  -3.5481  -6.0217  2.3007
H  -2.0876  -6.2460  1.3022
H  0.0056  -4.2198  -4.4033
H  -1.5584  -4.2187  -5.2360
H  -0.9571  -5.7035  -4.4846
H  -0.7728  -2.3081  -2.8236
H  -2.3533  -2.4568  -2.0736
H  -2.2371  -2.3101  -3.8429
H  -3.0539  -5.9104  -3.1745
H  -3.7433  -4.3506  -3.6805
H  -3.4519  -4.6805  -1.9586

Output
* net charge: -2
* energy above the lowest of the compared OMol25 structures with the same formula, charge and spin: 14.7 kcal per mole
* 2S+1: 1
* Kohn-Sham gap: 0.250 hartree